No. 1
C12H30N2O2Si | ωB97M-V with the def2-TZVPD basis set

Summary:
**Frontier orbital gap**: 8.9044 eV
**SMILES string**: CCO[Si](C)(CNCCCCCCN)OCC

XYZ file:
```
47
Properties=species:S:1:pos:R:3:forces:R:3:mulliken_charge:R:1
C 0.991985 0.521116 -3.397152 -0.014 0.743 0.483 -0.98
C 0.229460 0.828917 -2.049148 -1.007 -0.390 -2.202 0.30
O -0.698885 -0.194027 -1.791408 -1.029 -0.205 -0.195 -0.27
Si -0.383488 -1.775076 -1.605371 1.160 -0.448 0.240 0.41
C -1.797721 -2.308911 -0.533157 -2.393 1.140 -2.488 -1.22
C 1.153838 -2.090288 -0.508908 -0.273 1.406 0.696 -0.78
N 1.168236 -1.173598 0.717448 -1.991 -1.765 -0.437 -0.13
C 2.277534 -0.399114 1.253596 0.777 -2.361 -0.925 -0.64
C 1.832583 0.485185 2.375730 -0.073 0.368 0.573 -1.03
C 0.564374 1.331062 2.114181 0.025 -0.942 0.361 0.34
C 0.452938 2.418893 3.191471 0.453 -0.971 0.221 -1.21
C -0.758807 3.289780 3.232058 -0.820 -0.024 0.119 -0.81
C -2.016037 2.590058 3.809862 0.012 1.438 -1.623 -0.72
N -1.823797 2.087070 5.110428 0.982 -1.077 2.096 -0.60
O -0.076991 -2.488934 -3.102211 1.251 -0.119 2.587 -0.52
C -0.983138 -2.296703 -4.131756 0.358 1.423 -0.177 0.01
C -0.435838 -2.882251 -5.434618 -0.945 1.064 0.065 -1.37
H 1.332412 -0.514527 -3.311714 0.723 0.338 0.013 0.22
H 0.397288 0.484150 -4.343301 -0.130 0.505 1.059 0.25
H 1.796414 1.286911 -3.551266 -0.400 -0.980 0.139 0.37
H -0.408164 1.722315 -2.117859 0.722 0.143 0.084 0.28
H 0.821599 0.796819 -1.165259 1.326 0.792 0.328 -0.13
H -2.693631 -2.737114 -1.091131 0.822 0.968 0.370 0.34
H -2.136864 -1.443134 0.072545 0.216 -0.678 -0.247 0.25
H -1.542652 -3.130033 0.016044 1.007 -1.951 2.039 0.47
H 1.072108 -3.162987 -0.314969 0.116 -0.083 0.784 0.40
H 2.078962 -2.009190 -1.033326 0.805 0.332 -0.643 0.40
H 0.278792 -0.684814 0.769260 0.517 -0.045 0.106 -0.02
H 3.130823 -1.126522 1.533662 -1.267 1.124 -0.031 0.32
H 2.652728 0.143236 0.423829 0.937 1.265 -0.752 0.42
H 1.786064 -0.087216 3.277224 -0.879 -0.826 0.637 0.36
H 2.629677 1.138148 2.707294 0.502 0.606 -0.640 0.44
H -0.335226 0.691772 2.152696 0.266 0.128 -0.116 0.23
H 0.681111 1.668524 1.076600 -0.376 0.579 0.226 0.15
H 0.662138 1.957771 4.153568 -0.077 -0.236 0.246 0.48
H 1.283674 3.038712 3.032330 1.381 1.106 -0.164 0.51
H -0.628700 4.202989 3.828451 0.386 -0.207 -0.017 0.34
H -0.798065 3.606810 2.204243 -1.030 0.448 -0.576 0.39
H -2.292441 1.754330 3.214559 -0.116 -0.868 -0.805 0.33
H -2.905594 3.242266 3.719223 0.473 0.015 0.403 0.30
H -1.392119 2.743265 5.776049 -0.395 -0.170 -0.576 0.27
H -1.166648 1.287152 5.067990 -0.710 0.659 0.174 0.28
H -1.923369 -2.622390 -3.660513 -0.406 -0.531 -1.550 0.31
H -1.090688 -1.222473 -4.271142 -0.253 0.309 -0.129 0.16
H -0.701866 -3.894378 -5.391572 -0.025 -1.649 -0.749 0.34
H -0.874798 -2.348644 -6.263295 -1.111 -0.265 -0.363 0.41
H 0.590796 -2.724926 -5.761267 0.502 -0.109 1.358 0.33
```
Forces are in eV/Å.

=====

No. 2
C12H30O4PPtS2Si2 | ωB97M-V with the def2-TZVPD basis set

Summary:
**Expectation value of S²**: 0.75
**Frontier orbital gap (spin up / spin down)**: 6.2020 / 5.9610 eV
**Spin multiplicity**: 2
**Charge**: -2
**Energy above the lowest of the compared OMol25 structures with the same formula, charge and spin**: 0.0 kcal/mol

XYZ file:
```
52
Properties=species:S:1:pos:R:3:forces:R:3:mulliken_charge:R:1
Pt 0.655328 -0.710615 0.437613 -0.025 -0.011 -0.033 0.88
C -0.762713 -4.559989 1.595276 0.013 -0.004 -0.009 -1.17
C -1.303108 -3.174819 1.894467 0.005 -0.001 -0.001 0.32
O -0.556911 -2.552217 2.936787 -0.021 0.050 0.019 -0.47
P 0.679860 -1.551938 2.589686 -0.033 -0.070 -0.083 0.26
S 0.859254 -0.285097 4.102686 -0.015 0.029 0.003 -0.62
S 1.784779 -2.411764 -0.442274 0.005 0.008 0.036 -0.61
O 1.869587 -2.694429 2.737651 0.006 -0.086 0.119 -0.21
C 3.216642 -2.271998 2.607718 0.024 0.034 -0.050 -0.16
C 3.913662 -2.234142 3.955244 0.007 -0.015 0.040 -1.21
H -1.386357 -5.050574 0.841565 -0.004 0.000 0.001 0.38
H -0.751090 -5.173193 2.500083 0.003 0.000 -0.002 0.29
H 0.252862 -4.486826 1.204741 0.001 0.004 0.001 0.20
H -2.336235 -3.218306 2.248097 0.008 0.005 0.004 0.34
H -1.287014 -2.549324 0.999875 0.002 0.014 0.000 -0.14
H 3.262387 -1.293558 2.118255 0.025 -0.004 0.028 0.09
H 3.711048 -2.981835 1.938348 -0.010 0.023 -0.020 0.34
H 3.440902 -1.498564 4.605685 -0.012 0.005 -0.043 0.20
H 4.968578 -1.976166 3.815548 0.011 0.002 0.031 0.39
H 3.853113 -3.211256 4.441191 0.014 -0.014 -0.017 0.27
C 3.701560 0.958459 -0.798211 -0.003 0.002 0.001 -0.96
Si 2.005880 1.610920 -1.303864 -0.018 -0.001 -0.008 0.18
C 1.542545 2.958438 -0.077158 0.006 0.011 -0.020 -0.95
C 2.305000 2.529023 -2.952930 0.006 0.007 0.001 -1.18
C 0.795366 0.241670 -1.508912 -0.012 0.003 -0.008 -0.30
Si -0.849418 0.529350 -2.277229 0.016 0.010 0.038 0.30
C -1.630849 2.200924 -1.870446 -0.014 0.020 -0.002 -0.93
C -0.684876 0.530333 -4.175618 -0.002 0.005 -0.009 -1.16
C -2.092911 -0.824393 -1.888014 0.013 -0.026 0.005 -0.96
H 4.468256 1.737312 -0.876761 0.001 -0.002 0.004 0.30
H 3.992200 0.109711 -1.422752 -0.001 0.000 0.001 0.30
H 3.665477 0.596432 0.231641 -0.002 0.002 -0.010 0.12
H 2.330225 3.720619 -0.057374 -0.002 -0.005 0.009 0.42
H 1.416878 2.539706 0.921652 -0.009 -0.009 0.011 0.22
H 0.601444 3.443292 -0.346922 -0.002 -0.008 0.005 0.28
H 3.083199 3.292551 -2.844914 0.000 -0.001 -0.002 0.31
H 1.392522 3.025382 -3.297485 0.000 -0.001 0.002 0.30
H 2.618711 1.832479 -3.736538 -0.001 0.000 0.001 0.28
H 1.299299 -0.455959 -2.197843 -0.003 -0.005 0.009 0.60
H -1.021764 3.018072 -2.269876 -0.001 -0.001 0.002 0.27
H -1.715300 2.340795 -0.792245 0.005 -0.010 -0.006 0.20
H -2.628816 2.275505 -2.314839 -0.002 0.003 0.002 0.37
H 0.002021 1.312096 -4.512151 -0.004 -0.006 0.003 0.26
H -1.654049 0.694315 -4.659062 -0.001 -0.001 -0.005 0.28
H -0.292502 -0.429997 -4.523227 0.000 -0.002 0.000 0.28
H -2.343239 -0.824090 -0.824352 -0.003 0.018 0.013 0.16
H -1.644366 -1.796497 -2.115809 -0.007 0.006 -0.003 0.26
H -3.012942 -0.715783 -2.473507 0.001 0.006 -0.001 0.34
O -2.416216 -0.181396 1.540727 -0.012 0.005 -0.072 -0.58
C -1.709330 0.818527 1.483875 0.077 -0.044 0.105 -0.25
O -0.503809 0.938578 1.078648 -0.030 0.054 -0.092 -0.48
H -2.130052 1.793901 1.815382 0.001 0.003 0.003 0.37
```
Forces are in eV/Å.

=====

No. 3
C12H31Cl2O2P2Pb | ωB97M-V with the def2-TZVPD basis set

Summary:
**Frontier orbital gap (spin up / spin down)**: 3.8244 / 3.2199 eV
**Charge**: +3

XYZ file:
```
50
Properties=species:S:1:pos:R:3:forces:R:3:mulliken_charge:R:1
C 1.735902 -0.183930 -5.364172 -1.247 0.457 -0.690 -0.92
C 1.579827 0.019842 -3.887511 6.436 -0.713 2.935 0.63
H 2.789277 -0.140740 -5.671652 0.032 -0.121 0.641 0.35
H 1.217070 0.662152 -5.842919 0.033 -0.287 -0.064 0.38
H 1.268909 -1.122702 -5.726105 0.087 0.365 0.425 0.38
O 2.343577 0.021722 -2.966688 -4.858 0.235 -3.759 -0.17
Cl -3.292607 1.294595 -3.413605 1.693 -0.219 -0.182 -0.21
Pb -0.897509 0.673776 -3.366442 -2.595 -0.450 0.837 0.85
P 0.003969 2.573340 -0.917475 -1.481 4.158 1.772 0.59
C 1.009054 3.461263 0.349364 1.148 -1.489 0.207 -0.95
C 0.091257 3.761562 -2.328804 0.731 -1.156 -1.115 -1.12
H -0.186472 4.768239 -1.986382 -0.025 -0.330 0.214 0.41
H -1.830845 4.083614 -0.313998 0.363 -0.275 -0.128 0.49
H -0.589811 3.466921 -3.145541 0.088 0.355 0.185 0.37
H -2.442147 2.492577 -0.916372 0.058 0.314 0.309 0.23
H 2.077036 3.347929 0.102652 -0.295 0.201 0.239 0.41
H 1.119149 3.770177 -2.719296 -0.271 0.205 0.003 0.41
C -1.686460 2.991932 -0.290387 -0.248 -1.543 -0.022 -0.66
H 0.748502 4.530841 0.381869 -0.270 -0.344 -0.367 0.42
H -1.780702 2.617495 0.741208 -0.026 0.110 -0.351 0.09
H 0.825636 2.999516 1.334550 0.076 0.181 -0.379 0.27
P 0.368436 -2.682322 -0.108065 -1.469 -4.471 1.081 0.70
C 1.516842 -3.773120 0.838269 1.390 1.315 0.158 -1.18
C -1.158383 -3.222873 0.790536 -0.314 1.716 0.090 -1.19
H -0.712464 -3.302273 -2.188172 0.036 -0.236 0.055 0.32
H -0.133189 -4.759934 -1.316351 0.070 0.309 0.275 0.39
H 1.014885 -3.722686 -2.216186 -0.136 -0.205 -0.005 0.39
C 0.107813 -3.729628 -1.603395 0.527 1.326 -0.944 -0.96
H -2.035844 -2.998842 0.175502 0.080 -0.157 0.185 0.45
H -1.101138 -4.295225 1.025974 0.255 0.348 -0.227 0.50
H 1.149346 -4.805833 0.831786 -0.227 0.309 -0.253 0.44
H 1.593507 -3.410921 1.872131 -0.004 -0.141 -0.248 0.35
H -1.227174 -2.629720 1.710167 -0.158 -0.234 -0.023 0.24
H 2.512234 -3.725755 0.381769 -0.091 -0.187 0.233 0.40
Cl -1.332799 -0.492099 -1.077603 0.585 0.719 -0.903 -0.22
C -2.643124 0.756536 2.791043 0.168 -0.121 0.134 -1.25
C -1.205107 0.907713 3.249397 0.214 -0.122 -0.103 -0.13
O -0.390657 -0.114085 2.643149 0.041 0.127 0.246 -0.19
C 0.598782 -0.739742 3.480351 -0.353 -0.255 -0.031 -0.21
C 1.996447 -0.554480 2.926453 -0.180 0.251 0.325 -1.15
H -2.707909 0.709046 1.700217 -0.014 0.011 0.011 0.19
H -3.221687 1.611150 3.146012 -0.100 -0.097 -0.027 0.40
H -3.076646 -0.164129 3.197468 0.025 0.226 -0.088 0.37
H -0.792604 1.883728 2.928299 -0.155 -0.134 0.312 0.12
H -1.161164 0.843255 4.350978 0.113 0.088 -0.454 0.40
H 0.554237 -0.355185 4.516834 -0.101 -0.223 -0.485 0.43
H 0.334783 -1.812639 3.490120 0.150 0.277 0.261 0.24
H 2.304171 0.485387 3.037177 0.092 0.014 -0.097 0.37
H 2.689115 -1.167214 3.501484 0.125 -0.027 -0.074 0.39
H 2.056678 -0.828232 1.872365 0.004 -0.081 -0.110 0.13
```
Forces are in eV/Å.

=====

No. 4
C12H31N3O12P2STl | ωB97M-V with the def2-TZVPD basis set

Summary:
**Frontier orbital gap (spin up / spin down)**: 7.7421 / 5.8632 eV
**Charge**: -1
**Energy above the lowest of the compared OMol25 structures with the same formula, charge and spin**: 67.8 kcal/mol

XYZ file:
```
62
Properties=species:S:1:pos:R:3:forces:R:3:mulliken_charge:R:1
Tl -0.011331 0.094252 -0.946415 -0.100 -0.362 0.482 0.90
O -1.130074 -2.929891 -1.559345 -0.097 0.215 -0.032 -0.56
C -0.960362 -3.906909 -0.559675 -0.090 0.095 -0.014 -0.20
C -2.047769 -3.847304 0.507412 0.072 -0.221 0.147 -1.00
N -1.920122 -2.821009 1.538204 0.479 0.102 -0.288 0.68
C -2.979730 -1.863400 1.686050 -0.327 0.776 -0.494 -1.09
C -3.152680 -0.739170 0.578221 0.013 -0.647 0.651 0.72
O -3.960417 0.133594 0.901307 0.015 0.133 -0.175 -0.78
O -2.517971 -0.860939 -0.504705 0.234 0.023 -0.278 -0.78
C -0.804879 -2.726079 2.315412 -0.564 -0.602 0.157 -1.65
C 0.435839 -1.362094 1.779696 0.248 0.394 -1.004 1.24
O 1.177525 -1.453908 3.138820 0.418 0.597 -0.011 -0.40
O 1.120310 -1.916857 0.843258 0.140 0.426 0.421 -0.85
H -1.718140 -2.228702 -1.193420 0.111 0.042 -0.016 0.45
H 0.023861 -3.816003 -0.093806 0.057 0.031 0.033 0.07
H -1.022401 -4.887492 -1.046934 -0.014 -0.014 0.102 0.41
H -2.078457 -4.826348 1.004316 -0.044 0.020 0.013 0.42
H -3.004160 -3.687073 0.008595 -0.035 -0.061 0.032 0.42
H -2.850940 -1.314558 2.616002 -0.003 -0.119 0.063 0.24
H -3.948232 -2.374405 1.701960 0.043 -0.049 0.133 0.54
H -0.154425 -3.593361 2.278239 0.034 0.011 -0.031 0.45
H -0.982768 -2.330973 3.310136 0.020 0.131 -0.043 0.51
C 4.341311 -1.784532 3.031015 0.002 0.035 0.036 -1.69
C 3.746197 -0.388819 2.917905 -0.468 0.078 -0.012 1.45
O 4.540771 0.610595 3.587743 0.126 -0.081 -0.041 -0.67
P 3.716469 0.187618 1.175505 0.216 0.897 -0.110 0.82
O 3.701467 -1.052237 0.219092 -1.048 -0.529 0.186 -0.66
O 5.217627 0.697491 0.953110 0.037 -0.096 0.128 -0.59
O 2.703732 1.234801 0.908120 -0.188 -0.327 0.154 -0.80
P 2.097108 -0.333598 3.759432 -0.493 -0.703 -0.097 0.65
O 1.541402 1.115633 3.472812 -0.253 0.011 -0.230 -0.55
O 2.329328 -0.532765 5.198478 0.297 0.153 0.182 -0.78
O -0.284537 -0.326738 1.668468 0.446 -0.285 0.131 -0.88
H 5.277136 -1.846876 2.474754 0.022 -0.030 0.036 0.38
H 3.630650 -2.503485 2.622748 0.075 -0.066 -0.028 0.25
H 4.516510 -2.020017 4.080777 -0.014 0.026 0.004 0.40
H 4.153227 0.734842 4.467178 0.074 -0.063 0.044 0.43
H 2.771795 -1.453073 0.319690 0.425 0.019 -0.141 0.48
H 5.455395 1.285238 1.688004 -0.022 -0.108 -0.078 0.37
H 1.403193 1.271840 2.516590 0.128 0.010 0.026 0.44
N -1.241035 2.511860 -7.880012 0.084 0.180 0.254 -0.79
C -0.412435 3.403090 -5.255806 0.346 0.324 1.078 -1.02
C -0.383554 2.103296 -4.521775 0.000 -0.120 0.036 -0.41
N 0.093001 2.243474 -3.135612 -0.026 0.245 -0.188 -0.18
H -0.953736 2.938885 -6.973538 -0.241 -0.308 -0.761 0.31
H -2.062032 1.949767 -7.680600 0.017 -0.010 -0.004 0.26
H -0.502906 1.863650 -8.134138 -0.019 -0.011 0.007 0.26
H -1.193303 4.106045 -4.980576 -0.091 -0.019 -0.200 0.36
H 0.547626 3.863121 -5.471972 -0.034 -0.031 -0.225 0.35
H 0.284148 1.391475 -5.010456 -0.111 -0.043 -0.059 0.35
H -1.379599 1.660573 -4.469586 0.037 -0.064 -0.101 0.27
H -0.481348 2.902396 -2.620166 0.048 0.010 0.028 0.05
H 1.046487 2.588923 -3.113179 -0.019 0.025 0.045 0.19
C -2.925647 3.125633 -0.562813 0.333 -0.111 0.128 -0.65
S -1.296209 2.907895 0.217181 -0.274 -0.058 -0.010 -0.07
C -1.870630 2.404408 1.861361 0.055 0.223 -0.082 -0.36
H -3.467869 3.916922 -0.047641 -0.059 0.011 -0.057 0.30
H -3.470308 2.183517 -0.508505 -0.041 0.003 0.001 0.14
H -2.764536 3.411847 -1.601598 -0.045 0.027 -0.027 0.29
H -2.779955 1.819643 1.741258 0.023 -0.059 0.025 0.12
H -2.047211 3.289751 2.470793 -0.031 -0.020 0.030 0.46
H -1.110407 1.776541 2.312628 0.075 -0.055 0.041 -0.01
```
Forces are in eV/Å.

=====

In eV/A, the strongest force on any atom values for the records above are, in order, 3.64; 0.15; 7.11; 1.19.
In g mol⁻¹, the molar mass values for the records above are, in order, 262.5; 584.7; 547.4; 707.8.